(1)
Density functional theory data (wB97M-V/def2-TZVPD) for C15H18BBiF4N as an isolated structure.

Cartesian coordinates (Å):
Bi -0.179 -0.190 -0.625
C 0.745 3.097 0.724
C -0.139 2.381 1.520
C 0.199 1.099 1.953
C 1.439 0.543 1.605
C 2.310 1.260 0.790
C 1.960 2.534 0.351
H 0.494 4.097 0.399
H -1.087 2.817 1.804
H -0.466 0.558 2.617
H 1.730 -0.425 1.993
H 3.269 0.836 0.516
H 2.651 3.097 -0.263
C 2.502 -2.871 -3.926
N 2.106 -2.691 -2.536
C 2.980 -1.959 -1.668
C 0.761 -2.702 -2.180
C 0.468 -3.155 -0.764
C 0.538 -4.500 -0.429
C 0.320 -4.897 0.882
C 0.022 -3.955 1.858
C -0.065 -2.612 1.524
C 0.158 -2.211 0.212
H 3.145 -2.055 -4.259
H 1.626 -2.896 -4.572
H 3.047 -3.809 -4.048
H 3.980 -1.923 -2.088
H 3.028 -2.403 -0.671
H 2.603 -0.915 -1.543
H 0.158 -3.231 -2.916
H 0.355 -1.590 -2.211
H 0.757 -5.235 -1.195
H 0.387 -5.945 1.142
H -0.154 -4.267 2.878
H -0.327 -1.895 2.294
F -2.095 -0.943 -1.116
B -2.736 -0.415 -2.889
F -1.536 -0.602 -3.491
F -3.675 -1.327 -3.057
F -3.044 0.844 -2.570

Results
Gap between HOMO and LUMO ... 6.7 eV
Total charge ... +1
Energy ... -1275.97405 a.u.
E_LUMO ... -5.28 eV

(2)
Density functional theory data (wB97M-V/def2-TZVPD) for C15H18Cl2MgN2O2 as an isolated structure.

Cartesian coordinates (Å):
C 2.610 -1.666 0.649
C 1.948 -1.391 -1.932
H 2.929 -0.682 1.028
H 3.401 -2.032 -0.119
H 2.308 -2.401 1.372
H 1.748 -0.424 -2.403
H 3.070 -1.505 -1.902
H 1.502 -2.299 -2.326
C 1.768 1.327 1.840
C 1.645 2.559 2.491
C 0.809 3.525 1.938
C 0.134 3.222 0.750
H 2.374 0.532 2.289
H 2.196 2.701 3.417
H 0.652 4.485 2.416
H -0.576 3.909 0.314
N 1.154 1.059 0.689
C 0.320 1.961 0.134
C -0.491 1.547 -1.029
N -0.371 0.261 -1.447
C -1.158 -0.214 -2.417
C -2.279 1.905 -2.625
C -2.148 0.565 -3.031
H -1.025 -1.269 -2.672
H -2.779 0.108 -3.792
C -1.439 2.388 -1.633
H -1.521 3.421 -1.274
H -3.033 2.542 -3.065
Mg 0.940 -1.181 -0.312
C -0.652 -2.923 -1.050
H -0.685 -3.267 -2.082
H -1.624 -2.553 -0.728
H -0.348 -3.723 -0.373
Cl -2.719 -3.127 2.126
C -1.969 -1.689 2.871
Cl -0.850 -2.127 4.143
C -1.214 -0.994 1.763
O -1.657 0.103 1.393
O -0.206 -1.588 1.310
H -2.760 -1.067 3.277

Results
Gap between HOMO and LUMO (spin up / spin down) ... 7.7 / 6.7 eV
Energy above the lowest of the compared OMol25 structures with the same formula, charge and spin ... 0.0000 eV
Energy ... -1962.72776 a.u.
E_LUMO (spin up / spin down) ... -0.65 / -1.20 eV

(3)
Density functional theory data (wB97M-V/def2-TZVPD) for one molecule with the formula C15H18Cl2N2O2.

Cartesian coordinates (Å):
C 5.706 0.884 -0.759
H 6.260 0.044 -1.388
H 5.700 1.809 -1.558
H 6.390 1.151 -0.076
C 4.330 0.297 -0.417
H 3.823 1.239 0.327
C 3.242 -0.039 -1.224
C 2.000 -0.283 -0.906
N 0.964 0.421 -1.207
N -0.197 0.171 -0.567
C -0.612 0.467 0.770
O 0.122 0.342 1.578
C -2.041 0.153 0.885
O -2.743 0.774 -0.149
C -4.133 0.473 -0.261
C -5.041 1.550 0.126
C -6.308 1.261 0.063
C -6.917 0.096 -0.025
C -5.954 -0.850 -0.312
C -4.714 -0.737 -0.147
Cl -3.709 -2.165 -0.570
H -6.598 -1.849 -0.195
Cl -8.594 0.047 -0.029
H -7.056 2.328 0.287
H -4.533 2.734 -0.154
H -2.297 -0.624 1.364
H -2.237 0.890 1.787
H -0.938 0.626 -1.238
C 2.035 -1.496 0.275
C 3.130 -1.143 1.355
C 4.459 -0.586 0.657
H 4.863 -1.572 0.057
H 5.152 -0.376 1.541
H 3.192 -2.089 1.927
H 2.636 -0.350 1.867
H 2.537 -2.119 -0.356
H 1.171 -1.712 0.411
H 3.183 0.945 -1.807
H 3.729 -0.711 -1.931

Results
Gap between HOMO and LUMO ... 8.8 eV
Structure (SMILES) ... C[C@@H]1CCC/C(=N\NC(=O)COc2ccc(Cl)cc2Cl)C1
Energy above the lowest of the compared OMol25 structures with the same formula, charge and spin ... 15.0655 eV
Energy ... -1762.27725 a.u.
E_LUMO ... 0.25 eV

(4)
Density functional theory data (wB97M-V/def2-TZVPD) for C15H18ClF3N2O4Ta as an isolated structure.

Cartesian coordinates (Å):
Ta -0.241 -0.622 -0.494
N 1.823 -1.800 -1.666
C 3.005 -1.636 -0.828
C 2.808 -0.621 0.326
O 3.821 -0.261 0.926
N 1.563 -0.251 0.583
C 1.447 0.632 1.733
C -0.009 0.952 2.134
O -0.190 1.566 3.181
O -0.921 0.565 1.354
H 1.934 -1.318 -2.555
H 1.624 -2.773 -1.870
H 3.263 -2.590 -0.354
H 3.887 -1.310 -1.397
H 1.957 0.187 2.599
H 1.953 1.588 1.538
F -2.247 -1.328 -2.491
C -0.897 -1.449 -2.393
F -0.650 -2.792 -2.579
F -0.411 -0.887 -3.560
C -3.295 -2.850 1.225
O -2.458 -2.326 0.215
C -1.118 -2.195 0.433
C -0.425 -3.088 1.419
H -3.195 -3.941 1.313
H -4.315 -2.616 0.916
H -3.086 -2.385 2.196
H -1.069 -3.826 1.893
H 0.020 -2.466 2.200
H 0.390 -3.616 0.919
Cl 1.213 1.340 -2.050
C 0.486 2.589 -1.105
C 1.246 3.657 -0.676
C 0.665 4.599 0.157
C -0.649 4.425 0.564
C -1.392 3.344 0.129
C -0.853 2.396 -0.749
C -1.562 1.214 -1.239
H 2.281 3.737 -0.975
H 1.243 5.447 0.497
H -1.092 5.141 1.242
H -2.400 3.204 0.491
H -1.568 1.191 -2.333
H -2.585 1.173 -0.865

Results
Gap between HOMO and LUMO ... 6.1 eV
Total charge ... -1
Energy above the lowest of the compared OMol25 structures with the same formula, charge and spin ... 1.3899 eV
Energy ... -1809.74198 a.u.
E_LUMO ... 2.69 eV